[1]
Molecular formula: C2HNO3
Method: DFT, ωB97M-V with the def2-TZVPD basis set

Values from the calculation:
LUMO energy: -0.0672 Ha
Charge: 0
HOMO energy: -0.35948 Ha
ΔE to the lowest compared entry with this formula, charge and spin: 147.3 kcal per mole

Each line ends with the natural charge from an NBO analysis.
Geometry (Å):
C 0.6255 0.2944 0.2505  0.173
C 0.3012 -1.2336 0.1383  0.578
N -0.6838 0.8307 0.0849  0.206
O 1.4334 0.6445 1.0572  -0.583
O -0.7657 -1.6168 -0.0584  -0.354
O -1.5255 0.3315 -0.5658  -0.207
H 0.6149 0.7492 -0.9067  0.186

Cartesian forces (eV/Å) of the 2 atoms listed first:
2.232 1.027 -0.593
-2.289 -2.215 -0.803

[2]
Molecular formula: C2H2BrNO3
Method: DFT, ωB97M-V with the def2-TZVPD basis set

Values from the calculation:
LUMO energy: -0.0495 Ha
Charge: 0
HOMO energy: -0.37962 Ha
ΔE to the lowest compared entry with this formula, charge and spin: 3.9 kcal per mole

Each line ends with the natural charge from an NBO analysis.
Geometry (Å):
C 1.9044 -0.2967 1.1907  1.023
C -0.6528 0.5629 -1.1362  -0.196
N -1.0328 -0.3235 -0.3732  0.181
O 2.2124 -0.0857 0.1001  -0.530
O 1.6346 -0.6716 2.2401  -0.494
O -0.6651 -1.4445 -0.1914  -0.353
Br -2.5488 0.3753 0.9568  -0.073
H -1.0139 1.5674 -1.0715  0.225
H 0.1622 0.3163 -1.7154  0.218

Cartesian forces (eV/Å) of the 2 atoms listed first:
0.261 -1.181 -0.440
0.025 3.308 -1.119

[3]
Molecular formula: C5H6O4Pm
Method: DFT, ωB97M-V with the def2-TZVPD basis set

Values from the calculation:
LUMO energy (spin up / spin down): -0.1893 / -0.1836 Ha
Charge: +1
2S+1: 5
HOMO energy (spin up / spin down): -0.46471 / -0.46493 Ha
ΔE to the lowest compared entry with this formula, charge and spin: 31.2 kcal per mole

Each line ends with the Mulliken spin population.
Geometry (Å):
O -2.1397 -1.5805 -0.8652  -0.001
C -2.9579 -1.9398 0.4716  -0.001
O -2.2183 -1.5049 1.3613  -0.008
O 1.2910 0.0295 1.9812  -0.020
C 1.7711 0.9128 1.0213  0.003
C 1.6704 0.3177 -0.3828  -0.003
O 0.3696 -0.2836 -0.5162  0.000
C -0.7179 0.3651 -1.0330  0.000
C -1.8502 -0.3052 -1.2532  -0.005
Pm -0.1869 -1.2311 1.6147  4.038
H 2.8361 1.1659 1.1848  0.000
H 1.2150 1.8728 1.0385  -0.001
H 2.3633 -0.5283 -0.4861  -0.001
H 1.8321 1.0515 -1.1834  -0.001
H -0.6036 1.4325 -1.2206  0.000
H -2.6741 0.2257 -1.7328  0.000

Cartesian forces (eV/Å) of the 2 atoms listed first:
0.441 0.095 -0.163
0.456 0.281 -1.106

[4]
Molecular formula: C15H34O5
Method: DFT, ωB97M-V with the def2-TZVPD basis set

Values from the calculation:
LUMO energy: 0.0248 Ha
Charge: 0
HOMO energy: -0.24629 Ha

Each line ends with the natural charge from an NBO analysis.
Geometry (Å):
O 11.2372 29.8989 0.0619  -0.861
H 10.9357 29.0945 -0.4483  0.531
H 11.7669 30.5300 -0.4636  0.553
H 11.7315 29.6182 0.9291  0.557
C 10.7423 28.9333 3.9231  -0.626
C 12.0143 28.3409 3.3049  0.125
C 12.1080 26.8221 3.4255  -0.625
O 12.3514 28.8232 2.0580  -0.982
H 10.7076 30.0188 3.9840  0.203
H 10.7011 28.5434 4.9446  0.194
H 9.9242 28.5609 3.2971  0.179
H 12.8786 28.6666 3.9260  0.107
H 13.0102 26.4352 2.9474  0.210
H 11.3169 26.3099 2.8536  0.169
H 12.0751 26.4394 4.4484  0.194
C 8.5333 26.6312 -0.6086  -0.443
C 9.6782 26.4482 0.3866  -0.433
C 10.8656 26.7081 -0.5256  -0.093
O 10.4712 27.8400 -1.3311  -0.566
C 9.0415 27.6818 -1.5870  -0.078
H 7.6332 26.9442 -0.0783  0.219
H 8.3066 25.6900 -1.1095  0.209
H 9.7619 25.4968 0.9111  0.229
H 9.5708 27.1794 1.1905  0.223
H 11.0641 25.9102 -1.2460  0.171
H 11.7508 26.9159 0.0783  0.242
H 9.0103 27.2719 -2.5997  0.180
H 8.5050 28.6274 -1.5886  0.195
C 12.9947 34.4916 0.3264  -0.441
C 14.2954 33.7522 0.5756  -0.430
C 13.8493 32.3712 1.0346  -0.064
O 12.6668 32.0975 0.3023  -0.564
C 12.0276 33.3399 -0.0469  -0.068
H 13.0523 35.1501 -0.5378  0.216
H 12.5516 34.9619 1.2009  0.216
H 14.9768 34.2317 1.2784  0.222
H 14.8601 33.6634 -0.3569  0.197
H 13.6712 32.3954 2.1160  0.174
H 14.6191 31.6148 0.8867  0.202
H 11.1324 33.3264 0.5832  0.182
H 11.6813 33.3388 -1.0818  0.172
C 12.2068 31.7276 -4.5698  -0.425
C 13.2018 32.5877 -3.7707  -0.426
C 13.7472 31.5474 -2.8139  -0.065
O 12.6141 30.7471 -2.4714  -0.553
C 11.5715 30.9461 -3.4240  -0.072
H 12.8127 31.0481 -5.1789  0.198
H 11.4954 32.2411 -5.2111  0.219
H 12.6470 33.3299 -3.1907  0.194
H 13.9487 33.0559 -4.4080  0.222
H 14.1647 32.0181 -1.9251  0.192
H 14.5284 30.9737 -3.3214  0.170
H 10.8001 31.6581 -3.0924  0.155
H 11.1222 29.9809 -3.6482  0.198

Cartesian forces (eV/Å) of the 2 atoms listed first:
-0.624 0.613 -0.584
0.135 -0.054 -0.371

[5]
Molecular formula: C7H6N4O2
Method: DFT, ωB97M-V with the def2-TZVPD basis set

Values from the calculation:
LUMO energy: -0.0216 Ha
Charge: 0
HOMO energy: -0.30920 Ha
ΔE to the lowest compared entry with this formula, charge and spin: 138.7 kcal per mole

Each line ends with the natural charge from an NBO analysis.
Geometry (Å):
C -1.1649 -1.1976 -1.4189  0.244
C 0.0301 -0.1956 0.3587  0.100
C 0.4383 -0.3188 1.6330  -0.202
C 1.2839 0.6563 2.2851  -0.183
C 1.7407 1.7273 1.5369  -0.233
C 1.3897 1.8618 0.1772  0.059
C 0.4472 0.8852 -0.4216  0.105
H -1.9905 -2.7102 -0.2407  0.464
H -2.6561 -2.1113 -2.3925  0.355
H -1.1924 -0.3057 -2.4018  0.227
H 0.0931 -1.2174 2.3207  0.240
H 1.4181 0.6137 3.5176  0.242
H 2.3819 2.5679 2.0615  0.237
N -2.0054 -2.2134 -1.8212  -0.275
N -0.7850 -1.2868 -0.1898  -0.584
N 1.6555 2.7459 -0.7308  -0.078
N 0.3589 1.2197 -1.5865  -0.109
O -2.4652 -3.0267 -0.8677  -0.515
O 1.0223 2.3057 -1.8189  -0.094

Cartesian forces (eV/Å) of the 2 atoms listed first:
-2.474 1.132 -2.973
-2.001 -3.679 -0.760

[6]
Molecular formula: C16H34EuP2
Method: DFT, ωB97M-V with the def2-TZVPD basis set

Values from the calculation:
LUMO energy (spin up / spin down): 0.0036 / 0.0035 Ha
Charge: 0
2S+1: 8
HOMO energy (spin up / spin down): -0.20156 / -0.20400 Ha

Each line ends with the Mulliken spin population.
Geometry (Å):
P 0.1911 -1.6407 -2.1220  0.009
P -0.0910 1.8636 -2.0757  0.011
C -0.1627 -0.5642 -3.5887  -0.009
C 0.3692 0.8670 -3.5557  -0.013
H -1.2411 -0.5929 -3.8046  0.009
H 0.3147 -1.0852 -4.4162  0.002
H 1.4639 0.8745 -3.6803  0.009
H -0.0584 1.3960 -4.4038  0.003
C -1.7755 2.5285 -2.4065  -0.001
H -2.0363 3.1579 -1.5351  0.003
H -2.4949 1.6893 -2.4457  -0.003
H -1.8395 3.1282 -3.3266  0.001
C 1.0304 3.3037 -2.0351  -0.003
H 0.9542 3.9524 -2.9229  0.000
H 2.0633 2.9310 -1.9163  0.001
H 0.7617 3.8722 -1.1269  0.002
C -0.9103 -3.0832 -2.2379  -0.002
H -0.7008 -3.7063 -1.3559  0.002
H -0.7628 -3.6741 -3.1523  0.000
H -1.9525 -2.7356 -2.1828  0.000
C 1.8852 -2.2750 -2.3793  -0.003
H 2.6033 -1.4418 -2.3227  0.000
H 2.0292 -2.8100 -3.3247  0.001
H 2.0989 -2.9630 -1.5464  0.002
Eu -0.2330 0.0565 0.1140  7.039
C 0.5387 1.6722 -6.5885  0.001
C -0.8005 1.7245 -6.4292  0.000
C -1.7971 1.0260 -7.2915  0.000
C -1.3837 -0.3993 -7.7495  0.000
C -0.7115 -1.2511 -6.7030  0.001
C 0.6228 -1.3317 -6.5476  0.001
C 1.6427 -0.5550 -7.3099  0.000
C 1.2312 0.9009 -7.6767  0.000
C 0.0295 -1.9032 1.6668  -0.036
H 1.2032 2.3078 -5.9817  0.000
H -1.2539 2.3762 -5.6748  0.000
H -2.0256 1.6034 -8.2051  0.000
H -2.7351 0.9607 -6.7173  0.000
H -2.3055 -0.9110 -8.0580  0.000
H -0.7873 -0.3303 -8.6710  0.000
H -1.3860 -1.9311 -6.1548  0.000
H 1.0664 -2.0794 -5.8796  -0.001
H 1.9168 -1.0600 -8.2535  0.000
H 2.5571 -0.5270 -6.6946  0.000
H 2.1597 1.4343 -7.9224  0.000
H 0.6585 0.8930 -8.6140  0.000
H 0.7527 -1.5943 2.4336  0.001
H 0.3592 -2.7680 1.0836  0.002
H -1.0011 -2.0149 2.0359  -0.001
C -0.2333 1.8345 1.9310  -0.027
H 0.7698 1.8626 2.3840  -0.002
H -1.0154 1.4367 2.5985  0.000
H -0.5163 2.7237 1.3460  0.000

Cartesian forces (eV/Å) of the 2 atoms listed first:
0.172 0.505 0.044
0.272 -0.163 0.016

E_tot? In order: -357.0579 -2931.8165 -1103.1068 -968.0086 -639.5796 -2022.8237 Eh.